Entry 1:
Computed, not measured: a single C4H4N2O molecule in a non-equilibrium geometry, with ωB97M-V with the def2-TZVPD basis set.

Calculated values
- SMILES: O=c1cc[nH]cn1
- Frontier orbital gap: 9.44 eV
- Relative energy (zero: lowest compared OMol25 entry of this formula, charge and spin): 44.50 kcal/mol

```
! wB97M-V def2-TZVPD RIJCOSX def2/J DEFGRID3
* xyz 0 1
H 0.196 1.873 -0.723
C -1.044 -1.001 -0.033
O 2.369 -1.131 -0.195
N 0.112 -1.558 -0.074
H 1.822 1.331 0.532
H -2.255 0.636 0.053
N -1.292 0.344 -0.044
C 1.246 -0.744 0.052
H -1.925 -1.641 0.001
C 0.991 0.665 0.358
C -0.206 1.214 0.078
*
```



Entry 2:
Computed, not measured: C4H4N2O2 as an isolated structure in a non-equilibrium geometry, with ωB97M-V with the def2-TZVPD basis set.

Calculated values
- Frontier orbital gap: 10.57 eV
- Relative energy (zero: lowest compared OMol25 entry of this formula, charge and spin): 170.29 kcal/mol

```
! wB97M-V def2-TZVPD RIJCOSX def2/J DEFGRID3
* xyz 0 1
C -0.115 0.445 -1.290
N 0.834 1.084 1.027
H -0.817 1.132 -1.495
H 0.395 -0.177 -3.437
N -0.570 -0.792 1.608
O 0.349 0.027 2.127
C 0.880 -0.037 -2.359
O -1.127 -0.659 -0.917
H 1.471 0.809 -2.328
H 1.123 -1.047 -2.070
C 0.182 0.533 0.166
C -0.580 -0.560 0.351
*
```



Entry 3:
Computed, not measured: a single C4H4N2O2 molecule in a non-equilibrium geometry, with ωB97M-V with the def2-TZVPD basis set.

Calculated values
- SMILES: O=C(O)c1cc[nH]n1
- Frontier orbital gap: 10.65 eV
- Relative energy (zero: lowest compared OMol25 entry of this formula, charge and spin): 24.83 kcal/mol

```
! wB97M-V def2-TZVPD RIJCOSX def2/J DEFGRID3
* xyz 0 1
C 0.933 1.178 0.258
C 0.047 0.032 -0.030
C -1.429 -0.118 -0.012
O -2.101 1.001 -0.306
O -2.031 -1.078 0.380
H 0.557 2.142 0.432
N 1.982 -0.716 -0.084
H -2.998 0.776 -0.392
C 2.194 0.642 0.094
H 2.644 -1.361 -0.461
H 3.159 1.148 0.144
N 0.765 -1.070 -0.228
*
```



Entry 4:
Computed, not measured: a single C4H4N2O2 molecule in a non-equilibrium geometry, with ωB97M-V with the def2-TZVPD basis set.

Calculated values
- SMILES: c1ncn2c1OCO2
- Frontier orbital gap: 8.97 eV
- Relative energy (zero: lowest compared OMol25 entry of this formula, charge and spin): 144.56 kcal/mol

```
! wB97M-V def2-TZVPD RIJCOSX def2/J DEFGRID3
* xyz 0 1
H -0.982 -0.809 2.756
C -0.620 0.191 -1.521
H 0.095 -2.078 1.698
O 0.562 0.117 1.586
C -0.388 -1.009 1.684
H -1.145 -0.189 -2.294
H 2.325 1.083 -1.058
N 0.604 0.593 -1.925
O -1.404 -0.770 0.554
N -0.573 0.119 -0.284
C 0.600 0.526 0.312
C 1.446 0.662 -0.935
*
```



LUMO energy readings, ordered: 0.1, 0.5, 0.8, 0.7 eV